The molecule C5H8O at a distorted geometry, computed with ωB97M-V/def2-TZVPD.

XYZ file:
```
14
C5H8O ωB97M-V/def2-TZVPD
C -1.399 -0.813 -0.414
C -0.452 0.343 -0.574
C -0.053 1.002 0.896
C 0.942 0.657 -0.146
C 1.709 -0.570 0.125
O 2.873 -0.712 -0.151
H -2.374 -0.325 -0.284
H -1.514 -1.509 -1.249
H -1.186 -1.337 0.513
H -0.660 0.874 -1.529
H 0.181 0.467 1.849
H -0.610 1.892 1.127
H 1.450 1.438 -0.696
H 1.093 -1.407 0.533
```

## Properties
- Charge: 0
- E: -270.45775 hartree
- Energy relative to the best compared isomer or geometry (same formula, charge and spin): 62.8 kcal/mol
- Frontier orbital gap: 0.374 Ha
- SMILES string: C[C@H]1C[C@H]1C=O
- Multiplicity: 1

A structure of composition C47H52Br2N2O2P2Zr, computed with ωB97M-V/def2-TZVPD.

XYZ file:
```
108
C47H52Br2N2O2P2Zr ωB97M-V/def2-TZVPD
Zr -0.351 0.791 -0.090
C -1.214 0.500 -4.459
C -0.231 -0.678 -4.473
C 0.903 -0.391 -5.454
P 0.142 -1.278 -2.728
C -0.050 -3.115 -2.998
C 0.796 -3.695 -4.132
C 0.198 -3.928 -1.732
C 1.909 -1.035 -2.292
C 2.989 -1.078 -3.178
C 4.269 -0.724 -2.781
C 4.487 -0.275 -1.487
C 3.437 -0.247 -0.584
C 2.165 -0.671 -0.956
N 1.144 -0.778 0.051
C 1.208 -2.022 0.719
C 2.290 -2.910 0.586
C 2.266 -4.163 1.176
C 1.175 -4.594 1.915
C 0.121 -3.714 2.091
C 0.133 -2.443 1.525
P -1.087 -1.175 1.895
C -2.766 -1.876 1.525
C -2.638 -2.826 0.330
C -3.565 -2.550 2.636
C -0.789 -0.857 3.704
C -1.402 -1.791 4.749
C 0.735 -0.823 3.919
H -1.757 0.532 -5.408
H -0.703 1.458 -4.349
H -1.941 0.418 -3.651
H -0.792 -1.533 -4.861
H 1.584 0.368 -5.067
H 0.484 -0.010 -6.389
H 1.489 -1.277 -5.695
H -1.109 -3.199 -3.269
H 1.859 -3.543 -3.935
H 0.559 -3.273 -5.108
H 0.633 -4.775 -4.197
H 1.264 -3.949 -1.497
H -0.125 -4.960 -1.894
H -0.324 -3.539 -0.859
H 2.831 -1.381 -4.203
H 5.084 -0.769 -3.494
H 5.474 0.049 -1.176
H 3.593 0.072 0.441
H 3.152 -2.644 -0.006
H 3.117 -4.819 1.035
H 1.150 -5.584 2.351
H -0.738 -4.020 2.678
H -3.328 -1.001 1.190
H -2.189 -3.775 0.634
H -2.036 -2.409 -0.475
H -3.634 -3.031 -0.070
H -3.023 -3.374 3.107
H -4.479 -2.962 2.199
H -3.869 -1.849 3.412
H -1.174 0.148 3.874
H -1.151 -2.837 4.560
H -2.483 -1.703 4.829
H -0.980 -1.533 5.724
H 1.122 -1.838 4.018
H 0.956 -0.271 4.834
H 1.272 -0.342 3.102
Br -7.273 0.259 1.060
C -6.119 1.363 0.032
C -6.619 2.560 -0.476
C -5.756 3.353 -1.207
C -4.446 2.930 -1.398
C -4.074 1.716 -0.852
N -4.896 0.935 -0.145
C -2.667 1.229 -1.005
O -1.762 1.992 -1.431
O -2.350 0.062 -0.626
H -7.645 2.846 -0.292
H -6.099 4.293 -1.619
H -3.719 3.517 -1.941
Br 0.452 4.984 1.188
C 2.114 4.196 0.723
C 3.232 4.742 1.292
C 4.503 4.457 0.760
C 4.594 3.761 -0.411
C 3.437 3.214 -1.013
C 3.492 2.692 -2.338
C 2.362 2.250 -2.942
C 1.183 2.085 -2.167
C 1.081 2.476 -0.853
C 2.181 3.267 -0.352
H 3.125 5.446 2.107
H 5.384 4.875 1.230
H 5.546 3.643 -0.917
H 4.438 2.723 -2.867
H 2.375 1.957 -3.984
H 0.353 1.558 -2.635
C -1.295 2.018 1.583
C -0.567 2.296 2.868
C 0.820 2.222 2.949
C 1.506 2.562 4.107
C 0.808 2.965 5.233
C -0.581 3.026 5.184
C -1.254 2.700 4.017
H -1.484 2.977 1.088
H -2.284 1.595 1.809
H 1.393 1.916 2.080
H 2.589 2.504 4.124
H 1.335 3.229 6.142
H -1.140 3.340 6.058
H -2.336 2.769 3.982
```

## Properties
- Charge: 0
- E: -7960.03384 hartree
- Energy relative to the best compared isomer or geometry (same formula, charge and spin): 32.0 kcal/mol
- Frontier orbital gap: 0.269 Ha
- Multiplicity: 1

A cluster of 3 separate species, C23H53N4O in total, computed with ωB97M-V/def2-TZVPD.

XYZ file:
```
81
C23H53N4O ωB97M-V/def2-TZVPD
C -0.673 -4.912 0.164
C -1.511 -4.049 -0.792
C -1.879 -2.734 -0.081
N -2.354 -2.969 1.287
C -0.676 -3.777 -2.052
C -1.368 -2.957 -3.164
C -1.112 -1.464 -2.986
C -0.819 -3.359 -4.536
N -2.842 -3.209 -3.090
O -3.588 -2.210 -2.814
C -3.337 -4.539 -2.621
C -2.902 -5.645 -3.588
C -4.861 -4.485 -2.608
C -2.775 -4.837 -1.203
H -0.007 -4.295 0.769
H -1.305 -5.470 0.855
H -0.071 -5.630 -0.400
H -2.603 -2.178 -0.687
H -0.970 -2.126 -0.006
H -2.566 -2.079 1.723
H -3.238 -3.469 1.265
H 0.249 -3.259 -1.777
H -0.371 -4.746 -2.457
H -1.675 -0.872 -3.704
H -0.045 -1.292 -3.151
H -1.362 -1.123 -1.985
H 0.272 -3.304 -4.512
H -1.098 -4.367 -4.830
H -1.175 -2.669 -5.304
H -3.202 -5.415 -4.612
H -1.829 -5.831 -3.569
H -3.395 -6.571 -3.289
H -5.251 -5.493 -2.458
H -5.236 -3.843 -1.813
H -5.239 -4.098 -3.554
H -3.562 -4.687 -0.459
H -2.531 -5.903 -1.170
C 1.278 0.118 -0.061
C 1.932 0.056 1.308
N 1.458 1.095 2.204
C 2.255 1.232 3.411
C 2.272 0.059 4.398
C 0.016 1.180 2.375
C -0.721 -0.073 2.863
H 1.396 1.105 -0.513
H 1.735 -0.622 -0.721
H 0.212 -0.110 -0.009
H 3.012 0.197 1.200
H 1.796 -0.959 1.716
H 1.915 2.132 3.931
H 3.284 1.431 3.094
H 1.333 -0.032 4.942
H 3.065 0.209 5.133
H 2.465 -0.888 3.894
H -0.419 1.480 1.417
H -0.174 2.012 3.057
H -0.403 -0.966 2.318
H -1.794 0.046 2.698
H -0.570 -0.261 3.925
C 1.695 7.994 2.232
C 2.385 6.642 2.132
N 1.678 5.706 1.275
C 2.136 4.333 1.408
C 3.570 4.003 0.979
C 1.418 6.165 -0.081
C 2.619 6.596 -0.931
H 0.653 7.871 2.530
H 2.198 8.613 2.975
H 1.718 8.536 1.286
H 2.422 6.187 3.127
H 3.433 6.800 1.831
H 1.446 3.691 0.857
H 2.020 4.057 2.460
H 3.685 4.001 -0.105
H 3.832 3.006 1.338
H 4.291 4.708 1.396
H 0.719 7.002 -0.026
H 0.880 5.360 -0.589
H 3.288 7.252 -0.371
H 2.274 7.151 -1.805
H 3.204 5.749 -1.286
```

## Properties
- Charge: 0
- E: -1202.31734 hartree
- Frontier orbital gap (spin up / spin down): 0.316 / 0.317 Ha
- Expectation value of S²: 0.7542
- Multiplicity: 2